C4H5NO in the gas phase. Source: the Open Molecules 2025 dataset; level of theory: ωB97M-V with the def2-TZVPD basis set.

Output
Energy relative to the best compared isomer or geometry (same formula, charge and spin) = 328.2 kJ/mol
HOMO = -8.72 eV

Positions of all 11 atoms, in Å:
C1 1.0524 0.3473 1.1831
C2 -0.2673 0.2408 0.5395
C3 -1.5183 0.0902 0.3557
N1 -0.7692 0.4802 -0.8806
C4 -0.2419 -0.5267 -1.7196
O1 0.6124 -1.3083 -1.3669
H1 1.4511 1.3551 1.0282
H2 1.0022 0.1482 2.2566
H3 1.7348 -0.3685 0.7168
H4 -2.5579 0.0066 0.6253
H5 -0.5627 -0.4520 -2.7749

For each atom in turn, the Mulliken charge in e is: -1.01, 0.45, -0.28, -0.46, 0.16, -0.49, 0.29, 0.29, 0.32, 0.38, 0.36

---

CH4IOPS in the gas phase. Source: the Open Molecules 2025 dataset; level of theory: ωB97M-V with the def2-TZVPD basis set.

Output
Energy relative to the best compared isomer or geometry (same formula, charge and spin) = 259.2 kJ/mol
HOMO = -8.73 eV

Positions of all 9 atoms, in Å:
C1 -0.5124 1.2014 -0.1106
P1 0.9636 0.1433 1.0531
I1 3.0431 0.9103 0.0068
S1 0.6755 -1.6007 -0.3012
O1 -0.9592 -1.8739 -0.2058
H1 -0.0060 1.0540 -1.1510
H2 -0.7678 2.1383 0.2388
H3 -1.2804 0.5065 0.0367
H4 -1.1564 -2.4793 0.4332

For each atom in turn, the Mulliken charge in e is: -0.96, 0.09, -0.02, 0.03, -0.45, 0.31, 0.38, 0.31, 0.32

---

A molecular structure, C27H50F3GaN3OS3Sb. Source: the Open Molecules 2025 dataset; level of theory: ωB97M-V with the def2-TZVPD basis set.

Output
Energy relative to the best compared isomer or geometry (same formula, charge and spin) = 32.2 kJ/mol
HOMO = -13.73 eV
Net charge = +2

Positions of all 89 atoms, in Å:
Ga1 0.0870 0.9515 0.0570
F1 -2.6407 5.1228 -0.0081
C1 -1.5441 5.8755 -0.1006
F2 -1.6467 6.8627 0.7965
F3 -1.5284 6.4325 -1.3176
C2 -0.2753 5.0854 0.1365
C3 0.8594 5.7937 0.5034
C4 2.0611 5.1356 0.7221
C5 2.0771 3.7661 0.5776
N1 0.9911 3.0758 0.2171
C6 -0.1717 3.7032 -0.0210
S1 -1.4118 2.5774 -0.5486
H1 0.7970 6.8689 0.6190
H2 2.9579 5.6750 0.9946
H3 2.9804 3.1866 0.7286
C7 -4.5764 -1.8982 0.0307
C8 -3.7120 -0.6432 -0.0414
C9 -3.9608 0.2704 1.1573
C10 -3.9500 0.1032 -1.3511
Sb1 -1.5875 -1.2124 0.0012
C11 -1.1317 -2.5359 1.6883
C12 0.3772 -2.7763 1.6697
C13 -1.5301 -1.7803 2.9540
C14 -1.8940 -3.8547 1.5662
C15 -1.1314 -2.2039 -1.8964
C16 -2.2493 -3.1507 -2.3224
C17 0.1809 -2.9704 -1.7404
C18 -0.9576 -1.0756 -2.9106
H4 -5.6274 -1.5913 -0.0313
H5 -4.4550 -2.4318 0.9721
H6 -4.3908 -2.5899 -0.7901
H7 -4.9937 0.6345 1.1052
H8 -3.3074 1.1451 1.1557
H9 -3.8514 -0.2525 2.1061
H10 -4.9903 0.4474 -1.3628
H11 -3.8160 -0.5386 -2.2228
H12 -3.3201 0.9864 -1.4590
H13 0.9424 -1.8425 1.6099
H14 0.6852 -3.4200 0.8483
H15 0.6590 -3.2821 2.6015
H16 -1.0816 -0.7859 2.9952
H17 -1.1828 -2.3505 3.8247
H18 -2.6106 -1.6804 3.0488
H19 -1.7068 -4.3586 0.6149
H20 -2.9676 -3.7225 1.6810
H21 -1.5641 -4.5321 2.3630
H22 -2.4509 -3.9214 -1.5756
H23 -1.9498 -3.6607 -3.2461
H24 -3.1789 -2.6212 -2.5351
H25 0.0550 -3.8719 -1.1398
H26 0.9668 -2.3597 -1.2929
H27 0.5236 -3.2902 -2.7344
H28 -1.8489 -0.4567 -3.0211
H29 -0.7363 -1.5153 -3.8910
H30 -0.1209 -0.4256 -2.6421
C19 4.4415 -0.7999 -3.6237
N2 3.4899 -0.9513 -2.5102
C20 3.7449 -2.1333 -1.6771
C21 2.6524 0.0216 -2.1541
S2 2.2504 0.1491 -0.4639
N3 2.2058 0.8903 -3.0679
C22 1.9559 0.5199 -4.4679
C23 1.7529 2.2358 -2.7211
H31 5.4235 -1.0976 -3.2604
H32 4.4965 0.2346 -3.9418
H33 4.1793 -1.4342 -4.4687
H34 3.9816 -2.9636 -2.3393
H35 2.8706 -2.3870 -1.0880
H36 4.5921 -1.9606 -1.0106
H37 1.9859 -0.5575 -4.5915
H38 2.6681 0.9890 -5.1455
H39 0.9578 0.8684 -4.7276
H40 2.1554 2.5367 -1.7625
H41 0.6626 2.2939 -2.6971
H42 2.1129 2.9254 -3.4842
O1 0.4423 0.7848 1.9644
S3 1.4781 1.4337 2.9166
C24 2.5084 0.0595 3.4726
C25 1.7737 -0.5825 4.6439
C26 1.2471 0.5888 5.4713
C27 0.5695 1.5446 4.4848
H43 3.4584 0.5064 3.7780
H44 2.6781 -0.5770 2.6035
H45 2.4425 -1.2234 5.2168
H46 0.9488 -1.1965 4.2755
H47 2.0740 1.0921 5.9758
H48 0.5387 0.2751 6.2363
H49 0.5518 2.5857 4.8012
H50 -0.4417 1.2327 4.2180

For each atom in turn, the Mulliken charge in e is: 2.81, -0.23, 0.64, -0.26, -0.24, -0.01, -0.49, -1.35, 0.03, -0.10, 0.38, -0.49, 0.52, 0.46, 0.52, -1.48, 1.62, -1.42, -1.63, -1.15, 1.78, -1.66, -2.15, -1.36, 2.06, -1.86, -1.83, -1.65, 0.53, 0.30, 0.25, 0.51, 0.19, 0.28, 0.59, 0.30, 0.25, 0.19, 0.27, 0.63, 0.47, 0.57, 0.26, 0.29, 0.26, 0.49, 0.33, 0.53, 0.38, 0.41, 0.05, 0.62, 0.13, 0.59, 0.19, -1.22, 0.26, -0.89, 0.15, -0.21, 0.20, -1.28, -1.23, 0.41, 0.41, 0.38, 0.41, 0.28, 0.34, 0.42, 0.33, 0.45, 0.41, 0.29, 0.47, -0.51, 0.42, -0.77, 0.02, -0.87, -0.57, 0.56, 0.24, 0.53, -0.23, 0.32, 0.41, 0.59, 0.17

---

A molecular structure, C6H5NOS. Source: the Open Molecules 2025 dataset; level of theory: ωB97M-V with the def2-TZVPD basis set.

Output
Energy relative to the best compared isomer or geometry (same formula, charge and spin) = 598.4 kJ/mol
HOMO = -9.09 eV

Positions of all 14 atoms, in Å:
C1 -0.3615 -0.4844 2.8404
C2 -0.9458 -0.3924 1.6724
C3 2.3474 0.7496 1.3124
C4 -1.4611 -0.2982 -0.8145
C5 -0.2919 -0.1424 -1.7559
C6 0.5600 -0.2084 -0.4762
N1 -0.6249 -0.3145 0.2900
O1 -2.6408 -0.2234 -0.8852
S1 1.5708 1.2719 -0.0371
H1 -2.0481 -0.2820 1.7636
H2 3.2244 1.5478 1.4222
H3 -0.0648 -0.8900 -2.4962
H4 -0.4271 0.7765 -2.2560
H5 1.1634 -1.1103 -0.5800

For each atom in turn, the Mulliken charge in e is: -0.40, 0.15, -0.43, 0.43, -0.59, -0.15, 0.17, -0.58, -0.02, 0.25, 0.20, 0.29, 0.27, 0.41

---

3 unconnected molecules or ions with the total composition C4H14NO3. Source: the Open Molecules 2025 dataset; level of theory: ωB97M-V with the def2-TZVPD basis set.

Output
Energy relative to the best compared isomer or geometry (same formula, charge and spin) = 35.8 kJ/mol
HOMO = -14.44 eV
Net charge = +1

Positions of all 22 atoms, in Å:
O1 -0.0770 1.9800 -2.7907
C1 0.1397 0.8081 -2.7173
C2 -0.0404 0.0458 -1.4143
N1 -0.4949 0.9499 -0.3481
C3 0.6049 1.7274 0.3008
C4 1.3481 0.8796 1.3251
H1 0.4631 0.1698 -3.5578
H2 -0.7428 -0.7762 -1.5363
H3 0.9343 -0.3770 -1.1773
H4 -0.9780 0.3457 0.3538
H5 -1.1688 1.5978 -0.7522
H6 0.1671 2.5851 0.8129
H7 1.2600 2.0940 -0.4861
H8 1.6787 -0.0594 0.8662
H9 0.6565 0.6286 2.1254
H10 2.2316 1.4122 1.6554
H11 -0.6602 -3.8186 1.2034
H12 0.6348 -3.1855 1.7470
O2 0.0259 -3.1758 0.9863
H13 -1.4756 -1.8946 1.0612
H14 -2.7369 -0.9748 1.1803
O3 -1.7703 -0.9622 1.1621

For each atom in turn, the Mulliken charge in e is: -0.42, 0.04, -0.63, -0.01, -0.42, -1.00, 0.38, 0.39, 0.34, 0.30, 0.39, 0.38, 0.32, 0.28, 0.33, 0.37, 0.34, 0.34, -0.69, 0.32, 0.33, -0.66

---

A molecular structure, C19H27CsN7O5S2. Source: the Open Molecules 2025 dataset; level of theory: ωB97M-V with the def2-TZVPD basis set.

Output
Energy relative to the best compared isomer or geometry (same formula, charge and spin) = 32.4 kJ/mol
HOMO = -10.37 eV
Net charge = +1

Positions of all 61 atoms, in Å:
Cs1 1.8156 -1.4202 -0.6424
C1 7.8130 -1.8249 0.5355
N1 6.8799 -1.8276 1.6471
C2 7.2239 -1.8922 2.9789
C3 6.0866 -1.8805 3.6878
N2 5.0201 -1.8073 2.7871
C4 5.5369 -1.7744 1.5026
S1 4.7997 -1.6839 0.0007
C5 3.6618 -1.7911 3.2045
C6 3.3600 -1.8326 4.5704
C7 2.0341 -1.8316 4.9487
C8 1.0409 -1.7885 3.9789
C9 1.4483 -1.7427 2.6639
N3 2.7252 -1.7434 2.2758
H1 8.8188 -1.8907 0.9413
H2 7.6974 -0.9091 -0.0407
H3 7.6121 -2.6741 -0.1144
H4 8.2485 -1.9428 3.2989
H5 5.9547 -1.9218 4.7494
H6 4.1217 -1.8662 5.3312
H7 1.7785 -1.8657 5.9990
H8 -0.0082 -1.7916 4.2356
H9 0.7233 -1.7067 1.8549
C10 1.7948 1.8257 -3.1061
C11 1.8729 2.1756 -1.6441
N4 1.9604 3.4790 -1.3276
O1 1.8579 1.3015 -0.7808
H10 1.6885 2.6901 -3.7581
H11 0.9501 1.1556 -3.2633
H12 2.7049 1.2926 -3.3826
H13 2.0411 4.1897 -2.0319
H14 2.0921 3.7297 -0.3614
C12 -6.2992 4.3865 -2.2431
C13 -5.2924 3.2526 -2.1344
S2 -6.0931 1.6837 -2.3968
O2 -7.0223 1.4666 -1.3205
O3 -6.5203 1.6260 -3.7660
C14 -4.7910 0.4721 -2.2194
C15 -4.4131 0.1967 -0.7744
N5 -3.2952 -0.7485 -0.7065
C16 -1.9795 -0.4221 -0.6468
N6 -1.1993 -1.4915 -0.6174
C17 -2.0379 -2.5684 -0.6524
C18 -3.3241 -2.1265 -0.7030
N7 -4.5090 -2.9287 -0.8127
O4 -5.5569 -2.3643 -1.0709
O5 -4.3664 -4.1190 -0.6410
C19 -1.4777 0.9789 -0.6378
H15 -5.7868 5.3328 -2.0756
H16 -7.0847 4.2817 -1.4973
H17 -6.7501 4.4082 -3.2334
H18 -4.8327 3.2245 -1.1439
H19 -4.5110 3.3385 -2.8906
H20 -3.9380 0.7962 -2.8185
H21 -5.2032 -0.4277 -2.6776
H22 -5.2591 -0.2145 -0.2333
H23 -4.0925 1.0988 -0.2585
H24 -1.7045 -3.5917 -0.6471
H25 -2.1269 1.6469 -0.0757
H26 -1.4008 1.3702 -1.6553
H27 -0.4880 1.0119 -0.1890

For each atom in turn, the Mulliken charge in e is: 1.42, -0.84, 0.12, -0.48, -0.30, 0.27, 0.14, -0.65, 0.83, -0.62, -0.72, -0.85, 0.48, -0.18, 0.31, 0.31, 0.32, 0.44, 0.32, 0.25, 0.43, 0.41, -0.22, -0.99, 0.61, -0.40, -0.65, 0.40, 0.20, 0.29, 0.19, 0.24, -1.34, -0.34, 1.24, -0.64, -0.67, -0.47, -1.17, 0.33, 0.43, -0.14, -0.78, 0.06, 1.10, -0.60, -0.61, -1.19, 0.39, 0.36, 0.36, 0.30, 0.38, 0.41, 0.36, 0.36, 0.40, 0.50, 0.39, 0.20, 0.31

---

4 unconnected molecules or ions with the total composition C8H20ClN7O7. Source: the Open Molecules 2025 dataset; level of theory: ωB97M-V with the def2-TZVPD basis set.

Output
HOMO = -9.59 eV

Positions of all 43 atoms, in Å:
C1 -3.1240 0.9379 -0.4375
C2 -2.4931 1.6626 0.7345
O1 -3.1346 2.4255 1.3043
O2 -1.2353 1.4467 1.1796
C3 -0.3723 0.7222 0.3135
C4 -0.0441 1.4327 -0.9829
O3 1.1267 2.2834 -0.8598
C5 1.0758 3.3253 -1.6955
O4 1.0163 4.4117 -1.2858
N1 1.2177 3.0821 -3.0947
Cl1 -0.2750 2.6986 -3.8814
H1 -2.4485 0.3759 -1.0727
H2 -3.9349 0.3174 -0.1252
H3 -3.5639 1.7050 -1.0598
H4 -0.7010 -0.2894 0.1424
H5 0.5707 0.6251 0.8384
H6 -0.8778 2.0134 -1.3501
H7 0.1531 0.6600 -1.7192
H8 1.4948 3.9731 -3.4813
N2 3.5181 0.8374 0.4246
C6 4.3803 0.0002 1.0707
N3 4.6770 0.3516 2.3563
O5 4.8516 -0.9938 0.5412
H9 3.1194 1.6577 0.8423
H10 3.2779 0.6144 -0.5247
H11 5.3077 -0.2436 2.8601
H12 4.3018 1.1620 2.8113
N4 -2.9317 -2.4457 2.7773
C7 -4.0251 -1.6526 2.5714
N5 -5.1759 -2.0820 3.1693
O6 -3.9778 -0.6359 1.9032
H13 -2.9487 -3.2854 3.3234
H14 -2.0703 -2.1578 2.3515
H15 -5.9962 -1.5199 3.0385
H16 -5.2378 -2.9143 3.7234
N6 2.4336 -2.2105 -1.1631
C8 1.3478 -2.3668 -1.9686
N7 1.5627 -3.0751 -3.1156
O7 0.2534 -1.9046 -1.6807
H17 3.3444 -2.5742 -1.3735
H18 2.3073 -1.7013 -0.3077
H19 0.7789 -3.2060 -3.7276
H20 2.4510 -3.4628 -3.3699

For each atom in turn, the Mulliken charge in e is: -0.90, 0.81, -0.55, -0.43, -0.71, -0.56, -0.30, 0.54, -0.49, -0.31, -0.07, 0.22, 0.33, 0.32, 0.33, 0.35, 0.57, 0.44, 0.39, -0.24, 0.60, -0.39, -0.65, 0.17, 0.17, 0.22, 0.17, -0.34, 0.58, -0.42, -0.57, 0.17, 0.19, 0.22, 0.15, -0.27, 0.64, -0.43, -0.62, 0.14, 0.14, 0.23, 0.15

---

A molecular structure, C43H49N5O2PS8SbTc. Source: the Open Molecules 2025 dataset; level of theory: ωB97M-V with the def2-TZVPD basis set.

Output
Energy relative to the best compared isomer or geometry (same formula, charge and spin) = 189.8 kJ/mol
HOMO (spin up / spin down) = -14.20 / -14.20 eV
Net charge = +3

Positions of all 110 atoms, in Å:
Tc1 -0.0481 -0.4316 -0.5913
S1 2.4260 -4.6950 -1.6099
Sb1 1.9840 -5.1300 -3.7428
S2 1.7847 -0.8861 -2.1254
S3 -0.9423 -2.5916 -3.3982
S4 -0.4130 -4.4311 -4.0204
C1 -3.5237 -0.5087 2.0999
C2 -2.3100 -0.2567 3.0274
C3 -1.4369 0.6934 2.2277
O1 -1.6872 0.3526 0.8417
C4 -3.1183 0.1113 0.7553
H1 -4.4278 -0.0374 2.4806
H2 -3.7130 -1.5715 2.0045
H3 -1.7750 -1.1850 3.2216
H4 -2.6023 0.1783 3.9812
H5 -0.3698 0.5917 2.4119
H6 -1.7432 1.7317 2.3887
H7 -3.3063 -0.5124 -0.1139
H8 -3.6144 1.0753 0.6151
N1 -0.0452 1.3994 -1.1344
S5 -0.9450 2.6932 -0.5479
C5 0.2838 3.9866 -0.4670
C6 0.6569 4.4212 0.7971
C7 1.6245 5.4100 0.9069
C8 2.2026 5.9435 -0.2366
C9 1.8223 5.4900 -1.4980
C10 0.8554 4.5070 -1.6238
C11 -1.9314 3.2163 -1.9537
C12 -2.5520 4.4564 -1.8641
C13 -3.2982 4.9020 -2.9423
C14 -3.4230 4.1107 -4.0802
C15 -2.8197 2.8624 -4.1388
C16 -2.0683 2.3984 -3.0646
H9 0.5864 1.7492 -1.8544
H10 0.1819 4.0083 1.6832
H11 1.9144 5.7767 1.8848
H12 2.9416 6.7312 -0.1483
H13 2.2610 5.9263 -2.3880
H14 0.5303 4.1804 -2.6071
H15 -2.4499 5.0705 -0.9739
H16 -3.7783 5.8719 -2.8962
H17 -3.9996 4.4693 -4.9247
H18 -2.9276 2.2452 -5.0220
H19 -1.6071 1.4211 -3.0957
S6 -2.5885 -5.4490 -1.7403
P1 -3.0715 -3.7815 -0.9524
S7 -1.2577 -2.2842 -1.3168
C17 -3.1818 -3.8307 0.8395
C18 -4.4062 -4.2513 1.3689
C19 -4.5162 -4.4825 2.7316
C20 -3.4107 -4.3198 3.5587
C21 -2.1902 -3.9313 3.0216
C22 -2.0715 -3.6852 1.6627
C23 -4.4537 -2.9108 -1.6722
C24 -4.8281 -3.2362 -2.9752
C25 -5.9788 -2.6805 -3.5108
C26 -6.7572 -1.8179 -2.7491
C27 -6.3778 -1.4863 -1.4524
C28 -5.2210 -2.0232 -0.9110
H20 -5.2623 -4.4061 0.7242
H21 -5.4656 -4.8042 3.1437
H22 -3.4979 -4.5105 4.6214
H23 -1.3246 -3.8277 3.6676
H24 -1.1180 -3.3798 1.2494
H25 -4.2348 -3.9333 -3.5546
H26 -6.2758 -2.9377 -4.5200
H27 -7.6693 -1.4066 -3.1634
H28 -6.9933 -0.8240 -0.8558
H29 -4.9344 -1.7709 0.1029
C29 3.5756 -2.7295 4.4553
N2 2.9066 -2.5871 3.1571
N3 2.5784 -1.3634 2.6179
C30 1.6621 -1.5742 1.6308
O2 1.1339 -0.5844 0.9865
C31 1.4340 -2.9487 1.5443
C32 2.2115 -3.5408 2.5179
C33 2.3001 -4.9759 2.9006
C34 3.3473 -0.1787 2.8633
C35 2.7218 1.0632 2.8664
C36 3.4746 2.2035 3.1013
C37 4.8380 2.1147 3.3457
C38 5.4561 0.8722 3.3261
C39 4.7184 -0.2741 3.0705
H30 3.5152 -1.7976 5.0056
H31 4.6210 -3.0091 4.3410
H32 3.0690 -3.5029 5.0238
H33 0.8294 -3.4400 0.7965
H34 1.8782 -5.5890 2.1073
H35 1.7347 -5.1716 3.8150
H36 3.3323 -5.2817 3.0725
H37 1.6592 1.1377 2.6888
H38 2.9855 3.1722 3.1080
H39 5.4192 3.0070 3.5462
H40 6.5218 0.7884 3.5069
H41 5.2224 -1.2313 3.0148
C40 3.8101 3.1982 -4.4625
N4 4.2698 2.3747 -3.3560
C41 5.5778 2.6112 -2.7140
C42 5.6729 1.4649 -1.6891
N5 4.3433 0.8393 -1.8043
C43 3.6358 1.3717 -2.7817
S8 2.0736 0.7964 -3.2978
H42 3.7306 4.2400 -4.1485
H43 2.8389 2.8534 -4.8124
H44 4.5193 3.1404 -5.2879
H45 5.5812 3.5924 -2.2424
H46 6.3700 2.5822 -3.4576
H47 5.8390 1.8265 -0.6790
H48 6.4552 0.7526 -1.9358
H49 4.0438 0.0038 -1.3241

Atom charges from the Mulliken analysis, given in e for atoms 1 to 99: 0.24, -0.36, 0.65, -0.37, 0.04, -0.23, 0.27, -0.85, -0.04, 1.33, -0.72, 0.64, -0.51, -0.03, 0.46, -0.19, 0.47, 0.15, 0.26, 0.70, 0.28, 0.50, -0.36, -0.69, -0.67, -0.81, -0.45, 0.24, -0.39, -0.75, -0.53, -0.80, -0.37, -0.35, 0.48, 0.52, 0.45, 0.53, 0.51, 0.48, 0.45, 0.44, 0.48, 0.64, -0.20, 0.43, 0.10, -0.25, -0.28, -0.80, -0.73, -0.11, 0.77, 1.03, -0.87, -0.74, -0.60, -0.97, 0.08, 0.55, 0.45, 0.44, 0.51, -0.67, 0.42, 0.46, 0.44, 0.49, 0.34, -1.15, 0.18, 0.62, 0.73, -0.19, -1.14, -0.27, -1.92, 0.30, -0.08, -0.85, -0.64, -0.81, -0.13, 0.39, 0.39, 0.40, 0.97, 0.42, 0.41, 0.44, 0.29, 0.46, 0.46, 0.44, 0.53, -0.88, 0.03, -0.60, -0.53

---

| no. | strongest force on any atom (hartree/bohr) |
| --- | --- |
| 1 | 0.0093 |
| 2 | 0.1080 |
| 3 | 0.0082 |
| 4 | 0.0436 |
| 5 | 0.0207 |
| 6 | 0.0171 |
| 7 | 0.1049 |
| 8 | 0.0151 |